1.
{
  "formula": "C32H25NO6Si",
  "method": "ωB97M-V/def2-TZVPD",
  "elements": ["Si", "O", "O", "O", "O", "O", "O", "N", "C", "C", "C", "C", "C", "C", "C", "C", "C", "C", "C", "C", "C", "C", "C", "C", "C", "C", "C", "C", "C", "C", "C", "C", "C", "C", "C", "C", "C", "C", "C", "C", "H", "H", "H", "H", "H", "H", "H", "H", "H", "H", "H", "H", "H", "H", "H", "H", "H", "H", "H", "H", "H", "H", "H", "H", "H"],
  "positions_angstrom": [[3.02928, 1.39515, 1.93152], [-1.72934, 2.56517, 0.30636], [5.10262, 1.99027, 0.03149], [4.76504, 4.04239, 3.85808], [-3.21941, 0.65064, -4.44392], [-2.65996, -5.58332, 1.08520], [1.00120, -1.71173, 0.82152], [4.56404, 2.20914, 2.39780], [-1.05649, 1.65189, -1.74735], [-0.48683, 0.62184, -3.85635], [5.46392, 2.13628, 1.22789], [-2.06713, 2.15589, -0.79203], [-2.22610, -3.30323, 0.73624], [7.05878, 2.30763, 1.47397], [-5.78822, 2.70981, -0.68879], [-0.38144, -5.01965, 1.13467], [4.38280, 3.64608, 2.72316], [1.25209, 1.21374, -2.29250], [-3.57343, -3.00077, 0.53746], [-1.44759, 1.12565, -2.97867], [-1.27138, -2.28667, 0.69475], [1.36758, -6.65272, 1.44188], [0.01638, -6.34104, 1.34270], [0.16682, -2.60009, 0.85451], [2.32573, -5.64724, 1.33328], [-1.82097, -4.70343, 0.99475], [-5.22153, 1.72798, -2.81793], [3.76365, 4.62505, 1.61243], [0.57650, -4.00965, 1.04576], [-6.17259, 2.24625, -1.94523], [-3.01417, -0.66762, 0.29337], [-4.45109, 2.66895, -0.31043], [-3.87908, 1.68010, -2.43979], [-3.96491, -1.68595, 0.31045], [0.29583, 1.70050, -1.40889], [-2.87566, 1.11334, -3.37024], [-3.49238, 2.16257, -1.18962], [0.85991, 0.66591, -3.51210], [-1.66966, -0.96592, 0.48438], [1.93210, -4.32746, 1.14026], [-5.01274, -1.45378, 0.14865], [-7.21521, 2.28724, -2.24353], [1.94063, 1.78243, 2.84160], [1.60615, 0.27768, -4.19767], [3.38064, -5.89275, 1.40131], [-6.53170, 3.10745, -0.00553], [2.62211, 4.47968, 1.55390], [7.35970, 3.19021, 0.79531], [0.60674, 2.12123, -0.45822], [-5.52837, 1.36568, -3.79392], [-0.72519, -7.12930, 1.42324], [-3.32199, 0.35849, 0.12563], [2.57384, 1.69440, 0.57126], [3.93420, 5.69060, 2.00918], [7.29012, 2.50773, 2.57191], [-0.93303, -0.16907, 0.46458], [-4.31917, -3.78907, 0.55484], [-0.78564, 0.19884, -4.80998], [2.30435, 1.25922, -2.02972], [7.51996, 1.31881, 1.10473], [-4.15689, 3.03591, 0.66784], [1.67510, -7.68143, 1.59968], [3.29491, -0.05953, 2.02341], [4.28284, 4.54225, 0.60179], [2.68377, -3.54862, 1.05972]],
  "forces_ev_per_angstrom": [[-0.2, -0.7, -0.1], [-0.1, -0.1, -0.2], [0.6, 0.1, 4.2], [-1.7, -1.3, -4.5], [0.0, 0.1, 0.3], [0.2, 0.2, 0.0], [-0.1, -0.2, 0.0], [0.0, 1.1, -2.2], [0.3, -0.1, -0.2], [0.2, 0.0, 0.0], [1.4, 0.2, -2.6], [0.5, 0.5, 0.7], [-0.2, 0.3, -0.1], [-1.4, 0.0, -0.1], [0.2, -0.1, 0.0], [0.3, -0.2, 0.1], [1.4, 1.6, 3.1], [-0.1, 0.0, 0.1], [-0.2, 0.2, -0.1], [0.3, -0.1, 0.0], [-0.3, 0.2, -0.1], [-0.2, 0.1, 0.0], [0.2, -0.1, 0.0], [0.6, 0.7, 0.0], [-0.2, 0.2, 0.0], [-0.7, -0.7, 0.1], [-0.2, 0.1, 0.1], [0.2, 0.6, 1.2], [0.2, -0.3, 0.0], [0.2, -0.1, -0.1], [0.2, -0.2, 0.1], [-0.2, 0.1, 0.0], [-0.3, 0.2, 0.2], [0.2, -0.2, 0.0], [0.2, 0.0, -0.1], [-0.2, -0.4, -0.9], [-0.5, 0.3, -0.2], [-0.2, 0.0, 0.1], [-0.2, 0.1, 0.0], [0.1, -0.2, 0.0], [0.1, 0.0, 0.0], [0.1, 0.0, 0.0], [0.2, 0.2, 0.3], [-0.1, 0.0, 0.1], [-0.1, 0.0, 0.0], [0.1, 0.0, -0.1], [1.8, 0.0, -0.1], [-0.2, -1.5, 1.1], [-0.2, -0.1, -0.1], [0.2, 0.0, 0.1], [0.0, 0.2, 0.0], [0.0, -0.4, 0.2], [0.0, 0.2, -0.1], [-0.3, -1.7, -0.6], [-0.2, -0.3, -1.6], [0.0, -0.2, 0.0], [0.2, 0.0, 0.0], [-0.1, 0.1, 0.2], [-0.1, 0.0, 0.0], [-0.6, 1.7, 0.6], [0.1, -0.1, -0.2], [0.0, 0.1, 0.0], [0.1, 0.2, 0.0], [-0.9, -0.2, 1.3], [-0.2, 0.0, 0.0]],
  "smiles": "O=C1c2ccccc2C(=O)c2ccccc21.O=C1c2ccccc2C(=O)c2ccccc21.CC(=O)N([SiH3])C(C)=O",
  "e_lumo_ha": -0.0427
}

---

2.
{
  "formula": "C32H26BF4N4O3STl",
  "method": "ωB97M-V/def2-TZVPD",
  "elements": ["Tl", "S", "F", "F", "F", "F", "O", "O", "O", "N", "N", "N", "N", "C", "C", "C", "C", "C", "C", "C", "C", "C", "C", "C", "C", "C", "C", "C", "C", "C", "C", "C", "C", "C", "C", "C", "C", "C", "C", "C", "C", "C", "C", "C", "C", "B", "H", "H", "H", "H", "H", "H", "H", "H", "H", "H", "H", "H", "H", "H", "H", "H", "H", "H", "H", "H", "H", "H", "H", "H", "H", "H"],
  "positions_angstrom": [[-0.10429, 2.18671, -0.52752], [-2.66830, -0.76629, -0.83303], [1.39621, 5.71097, -3.25904], [3.37126, 4.62131, -3.14119], [1.56672, 3.59406, -4.02818], [1.64199, 3.98698, -1.79345], [-2.73969, 0.69731, -0.73564], [0.33140, 4.51572, 3.57724], [1.58407, -1.92374, 0.99807], [0.13972, 2.79952, 2.01034], [-0.70699, 4.76808, 0.23517], [2.04603, 0.61653, -1.40866], [1.03073, 0.35368, 1.09162], [-2.59343, -5.55973, 1.12958], [0.45698, 6.37490, 1.54602], [3.85631, 0.12891, -2.87763], [-1.62227, -4.64649, -3.05310], [3.38033, -1.32710, -1.05730], [-0.44642, 6.99960, -0.56528], [0.41310, -4.52465, -1.80886], [0.25268, 7.34262, 0.58265], [-2.21381, -2.80907, 0.94223], [-0.49268, -5.26691, -2.54528], [-0.92953, -2.54587, -2.09401], [-0.18782, 0.75378, 5.07935], [-1.33365, -5.01571, 1.31041], [0.56718, 0.44460, 2.39188], [-3.66801, -4.72962, 0.85636], [4.16142, -1.01236, -2.14960], [0.19960, -3.17830, -1.58724], [-0.14651, 1.84413, 4.23517], [-1.14092, -3.64851, 1.22334], [-2.01123, -1.34289, 0.80061], [0.15539, 4.05616, 2.43206], [0.50606, -0.64262, 3.27058], [-3.47818, -3.36258, 0.75897], [1.58206, -0.73399, 0.58495], [2.34205, -0.46226, -0.68800], [-0.90575, 5.69872, -0.68199], [-0.03216, 5.08219, 1.33591], [0.19636, 1.73500, 2.88250], [0.12525, -0.50120, 4.59156], [-1.83981, -3.29981, -2.82755], [2.76937, 0.89430, -2.47738], [-1.15077, -1.10022, -1.85308], [1.99653, 4.48194, -3.04934], [1.29819, -4.98692, -1.39623], [0.78557, -1.62148, 2.91062], [-0.49084, -5.65901, 1.51921], [-0.61524, 7.71447, -1.35662], [4.99638, -1.64486, -2.43651], [-4.31450, -2.71032, 0.54600], [0.97471, 6.58779, 2.46965], [2.46821, 1.76821, -3.03177], [0.63494, 8.35111, 0.70157], [4.44328, 0.41851, -3.73713], [-0.31612, -0.63526, -1.33350], [-2.33428, -5.21639, -3.63545], [-0.44629, 0.88461, 6.12545], [-2.73936, -6.62883, 1.19551], [-0.96471, -1.05975, 0.87558], [-0.36697, 2.82255, 4.62651], [0.09530, -1.37211, 5.23915], [-1.34581, -0.55277, -2.77505], [-2.72897, -2.82036, -3.21051], [-1.45468, 5.38486, -1.56027], [0.90818, -2.63661, -0.98393], [3.56365, -2.21781, -0.47390], [-0.15824, -3.21827, 1.36726], [-0.31946, -6.32032, -2.72703], [-4.65465, -5.15292, 0.72006], [-2.57492, -0.76589, 1.53706]],
  "forces_ev_per_angstrom": [[-0.2, 0.0, 0.1], [0.8, -0.8, 0.2], [-0.5, 0.9, -0.1], [1.0, 0.0, 0.1], [-0.3, -0.7, -0.7], [0.0, -0.2, 0.7], [-0.5, 1.0, 0.0], [0.0, 0.2, 0.1], [0.2, -0.1, 0.0], [0.0, 0.3, -0.6], [0.0, -0.1, 0.3], [0.0, -0.3, 0.3], [0.4, 0.0, -0.6], [0.0, -0.1, 0.0], [0.0, 0.0, 0.1], [0.1, -0.1, 0.0], [-0.1, -0.1, -0.1], [-0.2, 0.0, 0.2], [0.0, 0.0, 0.0], [0.1, -0.1, -0.1], [0.0, -0.1, -0.2], [0.0, -0.3, 0.1], [0.1, -0.1, 0.0], [0.2, -0.4, -0.1], [0.0, -0.3, 0.2], [0.0, 0.0, 0.1], [-0.1, -0.1, 0.5], [-0.1, -0.1, 0.0], [0.0, 0.2, -0.2], [0.0, 0.0, -0.1], [-0.1, 0.2, 0.1], [-0.1, 0.1, 0.1], [-0.1, 0.2, -0.5], [0.2, -0.3, 0.1], [0.0, -0.3, 0.0], [0.0, 0.0, 0.1], [-0.4, 0.3, 0.3], [0.5, -0.2, -0.3], [0.0, 0.3, -0.2], [0.0, 0.6, 0.0], [0.0, -0.3, 0.3], [0.0, 0.0, 0.3], [0.0, 0.1, 0.0], [0.2, 0.1, -0.4], [-0.5, 0.2, 0.4], [0.0, 0.1, -0.1], [0.1, -0.1, 0.0], [0.0, 0.1, -0.1], [0.1, -0.1, 0.0], [0.0, 0.0, -0.1], [-0.1, 0.0, 0.0], [-0.1, 0.0, 0.0], [0.0, -0.1, 0.0], [0.0, 0.2, -0.2], [0.0, -0.1, 0.1], [0.0, 0.1, -0.1], [0.0, 0.1, 0.0], [-0.1, 0.0, 0.0], [-0.1, 0.0, 0.0], [0.0, -0.1, 0.0], [0.1, 0.1, 0.0], [0.0, 0.0, -0.1], [0.0, 0.0, 0.0], [0.0, 0.1, 0.0], [-0.1, 0.0, -0.1], [0.0, 0.0, -0.1], [0.1, 0.1, 0.1], [-0.1, 0.0, 0.1], [0.1, 0.1, -0.1], [0.0, 0.0, 0.0], [-0.1, 0.0, 0.0], [-0.1, 0.0, -0.1]],
  "e_above_lowest_ev": 0.0191,
  "total_charge": -2,
  "e_lumo_ha": 0.1490
}

---

3.
{
  "formula": "C32H26Br2HfN5S5",
  "method": "ωB97M-V/def2-TZVPD",
  "elements": ["Hf", "Br", "Br", "S", "S", "S", "S", "S", "N", "N", "N", "N", "N", "C", "C", "C", "C", "C", "C", "C", "C", "C", "C", "C", "C", "C", "C", "C", "C", "C", "C", "C", "C", "C", "C", "C", "C", "C", "C", "C", "C", "C", "C", "C", "C", "H", "H", "H", "H", "H", "H", "H", "H", "H", "H", "H", "H", "H", "H", "H", "H", "H", "H", "H", "H", "H", "H", "H", "H", "H", "H"],
  "positions_angstrom": [[0.56403, -0.09219, 0.50898], [-4.13634, 5.63978, 1.92348], [-3.96363, 2.18371, -3.00829], [0.38364, -5.89479, 5.14094], [0.58184, -0.43712, 3.04910], [1.48349, -2.51974, 0.49907], [0.30891, -2.96630, 4.65828], [1.08194, -4.71680, 2.50816], [-0.38826, 1.51540, -1.16583], [0.71671, 2.02993, 1.38336], [1.53515, -0.47579, -1.67705], [2.89797, 0.45434, 0.96784], [3.48790, -2.49324, -6.24474], [-1.64939, 1.43014, -1.59789], [0.60781, -4.60468, 4.17423], [1.29772, -1.92260, -3.56624], [-2.25813, -1.80514, 0.02394], [-0.42512, 2.90598, 1.54575], [4.14583, 1.78532, 2.51598], [5.25342, 0.94646, 2.37000], [3.26525, -0.58001, -3.31848], [-2.88615, -4.13449, 0.39860], [-2.62909, 4.53235, 1.77729], [3.00601, 1.48798, 1.81842], [-1.38332, 5.10055, 1.56328], [-2.18139, 2.37083, -2.46460], [5.14749, -0.12815, 1.52111], [-0.09488, 3.50385, -2.45079], [2.53665, -1.51871, -4.03690], [0.83388, -1.37929, -2.38415], [-1.39750, -0.97047, 0.25920], [-1.66991, 2.33760, 1.75111], [3.95069, -0.34207, 0.83509], [1.06694, -3.00793, 2.14473], [3.06696, -2.06293, -5.26738], [2.72992, -0.09363, -2.14505], [-0.27246, 4.27693, 1.44258], [0.36827, 2.53720, -1.58674], [-4.62405, -2.30736, 0.37191], [-1.40534, 3.42474, -2.90203], [-2.78070, 3.15672, 1.87463], [-3.45873, -2.97417, -1.75838], [1.79600, 2.32022, 1.98240], [0.70390, -2.19924, 3.13845], [-3.30627, -2.80087, -0.24036], [-1.90582, -4.45032, 0.03860], [0.55654, 4.30866, -2.76192], [5.96591, -0.82025, 1.38090], [-3.75712, 2.72728, 2.04848], [0.70406, -2.65176, -4.09872], [-4.52021, -2.15354, 1.44628], [6.16441, 1.13747, 2.92123], [-2.83491, -4.04624, 1.48433], [-1.81042, 4.16734, -3.57622], [4.23025, -0.23733, -3.66320], [1.85487, 3.17790, 2.65169], [-1.78658, 1.26304, 1.84431], [3.82335, -1.19880, 0.18771], [3.26755, 0.64170, -1.56395], [-3.61735, -4.90505, 0.14554], [4.16740, 2.63748, 3.18193], [1.38581, 2.57855, -1.21124], [-5.40216, -3.05489, 0.20375], [0.69777, 4.71284, 1.23182], [-1.28065, 6.17326, 1.47791], [-3.75244, -2.03669, -2.23524], [-2.23602, 0.59989, -1.23219], [-0.12639, -1.67295, -1.97758], [-4.22800, -3.72093, -1.96566], [-4.94251, -1.36852, -0.08473], [-2.52496, -3.32049, -2.20687]],
  "forces_ev_per_angstrom": [[-0.1, -1.0, -0.4], [-0.1, 0.1, 0.0], [-0.1, 0.0, 0.0], [0.1, 0.0, 0.1], [0.0, -0.2, -0.4], [-0.1, 0.4, 0.3], [0.0, 0.1, 0.1], [0.1, -0.1, -0.1], [0.0, -0.2, 0.3], [-0.6, 0.3, 0.3], [0.0, -0.4, 0.1], [0.2, 0.1, 0.0], [0.0, 0.0, 0.1], [0.2, 0.1, 0.0], [-0.2, 0.0, -0.1], [-0.1, 0.0, 0.0], [-0.1, 0.2, 0.1], [0.5, -0.4, -0.1], [0.4, 0.0, 0.3], [-0.1, 0.3, 0.1], [0.1, 0.1, 0.0], [0.0, 0.0, 0.0], [0.0, 0.0, 0.0], [-0.6, 0.5, -0.1], [0.1, -0.1, 0.0], [-0.1, 0.0, 0.0], [-0.1, -0.2, -0.2], [0.0, 0.0, 0.0], [0.2, -0.1, -0.3], [0.0, 0.1, 0.0], [-0.3, -0.2, -0.1], [-0.3, 0.0, 0.1], [0.1, 0.0, 0.1], [0.1, -0.3, -0.6], [-0.1, 0.1, 0.2], [-0.2, 0.1, -0.1], [-0.1, 0.3, 0.0], [0.0, -0.1, 0.0], [0.0, -0.1, 0.0], [0.1, 0.1, 0.0], [0.1, -0.1, 0.0], [0.0, 0.0, 0.0], [0.8, 0.1, 0.3], [-0.2, 0.6, 0.4], [0.1, 0.0, 0.0], [0.0, 0.0, 0.0], [0.0, 0.0, 0.0], [0.0, 0.0, 0.0], [0.0, 0.0, 0.0], [0.0, 0.0, 0.0], [0.0, 0.0, 0.0], [0.0, 0.0, 0.0], [0.0, 0.0, 0.0], [0.0, 0.0, 0.0], [0.0, 0.0, 0.0], [0.0, 0.0, -0.1], [0.0, 0.0, 0.0], [0.0, 0.0, 0.0], [0.0, 0.0, 0.0], [0.0, 0.0, 0.0], [0.0, 0.0, 0.0], [0.0, 0.0, 0.0], [0.0, 0.0, 0.0], [0.0, 0.0, 0.0], [0.0, 0.0, 0.0], [0.0, 0.0, 0.0], [0.0, 0.0, 0.0], [0.0, 0.0, 0.0], [0.0, 0.0, 0.0], [0.0, 0.0, 0.0], [0.0, 0.0, 0.0]],
  "e_above_lowest_ev": 0.0674,
  "total_charge": 1,
  "e_lumo_ha": -0.1644
}

---

How do the records compare in DFT total energy? In the order shown, they have -2030.11747 -2675.12827 -8695.65000 Ha.
How do the records compare in M? In the order shown, they have 547.6 837.8 979.2 g mol⁻¹.
How do the records compare in HOMO? In the order shown, they have -9.72 -1.57 -9.25 eV.